2 unconnected molecules or ions with the total composition C3H4OS at a distorted geometry. Source: the Open Molecules 2025 dataset; level of theory: ωB97M-V/def2-TZVPD.

* lowest unoccupied orbital energy: -0.64 eV

```
! RIJCOSX wB97M-V def2-TZVPD def2/J DEFGRID3
* xyz 0 1
C -2.665 0.439 -0.354
C -1.577 -0.134 0.006
C 1.762 -0.675 0.680
O 2.710 1.023 -0.909
S 3.083 0.105 0.196
H -3.450 -0.241 -0.745
H -2.721 1.420 -0.590
H 2.019 -1.409 1.473
H 0.838 -0.527 0.243
*
```

=====

C2H3N3O2 in the gas phase. Source: the Open Molecules 2025 dataset; level of theory: ωB97M-V/def2-TZVPD.

* SMILES: [H]/N=c1/[nH]oc(=O)[nH]1
* lowest unoccupied orbital energy: 0.52 eV

```
! RIJCOSX wB97M-V def2-TZVPD def2/J DEFGRID3
* xyz 0 1
H -2.189 1.206 0.300
N -2.007 0.209 0.245
C -0.770 -0.038 0.196
N -0.238 -1.342 0.123
O 1.105 -1.216 -0.327
C 1.491 0.082 -0.158
O 2.606 0.494 -0.294
N 0.357 0.775 0.206
H -0.711 -1.950 -0.536
H 0.357 1.781 0.245
*
```

=====

C3H7PS in the gas phase at a distorted geometry. Source: the Open Molecules 2025 dataset; level of theory: ωB97M-V/def2-TZVPD.

* lowest unoccupied orbital energy: -0.99 eV

```
! RIJCOSX wB97M-V def2-TZVPD def2/J DEFGRID3
* xyz 0 1
C 0.404 -0.351 -0.652
C -1.942 -0.052 -0.075
C -0.527 0.545 -0.075
P 2.064 -0.382 0.046
S 3.645 -0.322 -1.071
H -2.851 0.635 0.130
H -1.970 -0.558 0.929
H -2.024 -0.591 -1.025
H -0.265 1.030 0.866
H -0.375 1.324 -0.850
H 1.555 -1.643 0.512
H 2.288 0.365 1.266
*
```

=====

4 unconnected molecules or ions with the total composition C5H18N2O4 at a distorted geometry. Source: the Open Molecules 2025 dataset; level of theory: ωB97M-V/def2-TZVPD.

* SMILES: C[C@H](CC=O)NCN.O.O.O
* lowest unoccupied orbital energy: 0.20 eV

```
! RIJCOSX wB97M-V def2-TZVPD def2/J DEFGRID3
* xyz 0 1
C -0.427 -1.914 -0.201
C -0.239 -0.434 0.215
C -1.498 0.090 0.895
C -1.519 -0.215 2.360
O -0.494 -0.322 3.011
N 0.121 0.442 -0.926
C 1.487 0.259 -1.472
N 2.375 1.328 -1.016
H 0.598 -2.335 -0.604
H -0.702 -2.499 0.720
H -1.215 -2.016 -0.931
H 0.630 -0.382 1.003
H -1.525 1.199 0.788
H -2.416 -0.316 0.410
H -2.493 -0.312 2.871
H -0.602 0.373 -1.625
H 1.949 -0.698 -1.178
H 1.407 0.337 -2.601
H 2.069 2.198 -1.311
H 2.445 1.320 -0.020
O 2.334 -1.317 2.465
H 2.358 -0.673 1.734
H 1.576 -1.110 3.008
O -1.919 -0.059 -3.142
H -2.580 0.585 -3.386
H -2.278 -0.920 -3.310
O 0.123 2.868 0.754
H 0.275 2.277 1.543
H 0.160 2.247 -0.054
*
```

=====

A molecular structure, C4H4KO5 at a distorted geometry. Source: the Open Molecules 2025 dataset; level of theory: ωB97M-V/def2-TZVPD.

* lowest unoccupied orbital energy: 2.48 eV

```
! RIJCOSX wB97M-V def2-TZVPD def2/J DEFGRID3
* xyz -1 1
O 3.511 -1.126 0.310
C 3.555 0.158 -0.046
C 2.100 -1.513 0.365
O 4.585 0.734 -0.331
O 2.356 0.705 -0.059
C 1.371 -0.217 0.598
H 1.968 -2.246 1.170
H 1.888 -1.994 -0.605
H 1.494 0.028 1.672
O -3.907 -1.014 -0.856
C -4.694 0.040 -0.396
O -4.015 0.766 0.350
H -4.723 -1.654 -0.764
K -1.613 0.085 0.008
*
```

=====

C25H26N2O3S in the gas phase. Source: the Open Molecules 2025 dataset; level of theory: ωB97M-V/def2-TZVPD.

* SMILES: CCCN(C(=O)c1ccc2c(SCC(=O)O)c3c(nc2c1)CCC3)c1cccc(C)c1
* lowest unoccupied orbital energy: 0.02 eV

```
! RIJCOSX wB97M-V def2-TZVPD def2/J DEFGRID3
* xyz 0 1
C -3.817 -4.300 0.823
C -3.648 -4.521 -0.674
C -3.514 -3.200 -1.435
N -2.444 -2.346 -0.951
C -2.757 -1.209 -0.272
O -3.896 -0.887 -0.002
C -1.562 -0.399 0.132
C -0.612 -0.940 1.016
C 0.487 -0.213 1.382
C 0.699 1.079 0.870
C 1.825 1.881 1.195
S 3.015 1.335 2.417
C 1.982 1.612 3.912
C 1.797 3.096 4.035
O 0.978 3.742 3.438
O 2.696 3.643 4.862
C 1.965 3.090 0.586
C 0.950 3.524 -0.308
N -0.112 2.844 -0.605
C -0.257 1.626 -0.033
C -1.395 0.869 -0.363
C 1.287 4.885 -0.832
C 2.337 5.394 0.166
C 3.031 4.130 0.694
C -1.122 -2.569 -1.418
C -0.371 -3.647 -0.967
C 0.924 -3.814 -1.425
C 1.479 -2.908 -2.312
C 0.739 -1.827 -2.771
C 1.319 -0.825 -3.721
C -0.568 -1.678 -2.328
H -2.931 -3.830 1.246
H -3.981 -5.246 1.334
H -4.665 -3.647 1.014
H -4.523 -5.042 -1.069
H -2.777 -5.152 -0.866
H -3.350 -3.399 -2.499
H -4.436 -2.623 -1.314
H -0.757 -1.935 1.409
H 1.225 -0.641 2.045
H 2.547 1.212 4.750
H 1.029 1.104 3.778
H 2.588 4.607 4.897
H -2.119 1.306 -1.034
H 0.409 5.525 -0.900
H 1.711 4.786 -1.835
H 3.038 6.094 -0.287
H 1.831 5.895 0.992
H 3.408 4.241 1.711
H 3.875 3.848 0.057
H -0.785 -4.336 -0.249
H 1.510 -4.650 -1.073
H 2.497 -3.042 -2.647
H 0.770 -0.832 -4.662
H 1.244 0.176 -3.300
H 2.364 -1.041 -3.927
H -1.161 -0.847 -2.681
*
```

=====

What are the HOMO energy values for these records? In order: -9.519 -9.990 -8.836 -9.152 -3.883 -8.497 eV.
What are the calculated total energy values for these records? In order: -16052.7168 -10687.0148 -23344.1045 -16646.4495 -30774.9071 -46306.8883 eV.
What are the energy above the lowest of the compared OMol25 structures with the same formula, charge and spin values for these records? In order: 124.37 33.25 89.11 46.05 41.03 0.75 kcal per mole.